Entry 1:
114
Properties=species:S:1:pos:R:3 method="wB97M-V/def2-TZVPD" total_charge=-1 e_tot_ha=-3903.368891 multiplicity=5 homo_ev="-3.9 / -4.3"
Ir 0.720 -1.155 0.122
C -1.909 -6.579 -3.423
C -1.335 -5.235 -3.047
C -0.238 -4.691 -3.702
C 0.249 -3.457 -3.334
C -0.316 -2.698 -2.291
N 0.274 -1.473 -1.967
C 0.633 -0.631 -3.030
C -0.276 -0.484 -4.096
C -0.028 0.334 -5.180
C 1.157 1.051 -5.263
C 1.474 1.939 -6.442
C 2.051 0.935 -4.207
C 1.821 0.132 -3.094
C 2.819 0.072 -1.931
O 2.205 0.180 -0.723
C 3.791 1.311 -1.931
F 3.054 2.451 -1.891
F 4.566 1.290 -0.834
F 4.629 1.438 -2.998
C 3.695 -1.233 -2.077
F 4.588 -1.145 -3.101
F 4.383 -1.481 -0.956
F 2.940 -2.315 -2.342
C -1.404 -3.260 -1.597
C -1.891 -4.499 -2.010
C -2.136 -2.473 -0.487
O -1.389 -1.668 0.305
C -2.866 -3.461 0.502
F -4.001 -4.044 0.018
F -2.030 -4.454 0.872
F -3.235 -2.810 1.623
C -3.236 -1.610 -1.203
F -4.067 -2.329 -2.002
F -4.010 -0.951 -0.313
F -2.639 -0.687 -1.989
H -1.560 -6.897 -4.406
H -3.001 -6.542 -3.440
H -1.618 -7.344 -2.697
H 0.247 -5.241 -4.503
H 1.118 -3.050 -3.836
H -1.211 -1.027 -4.038
H -0.772 0.417 -5.967
H 0.761 1.783 -7.254
H 2.476 1.733 -6.826
H 1.440 2.996 -6.163
H 2.971 1.499 -4.278
H -2.753 -4.928 -1.517
C 2.166 0.058 3.082
N 2.033 -1.022 2.105
C 2.647 -2.127 2.332
C 2.495 -3.252 1.478
C 3.035 -4.539 1.555
C 2.495 -5.248 0.474
C 1.656 -4.355 -0.204
N 1.665 -3.154 0.395
C 3.030 1.232 2.662
C 2.690 2.023 1.564
C 3.463 3.126 1.231
C 4.583 3.456 1.987
C 4.931 2.671 3.077
C 4.155 1.565 3.409
H 2.570 -0.340 4.018
H 1.164 0.434 3.291
H 3.286 -2.237 3.212
H 3.722 -4.903 2.311
H 2.681 -6.280 0.205
H 1.070 -4.538 -1.098
H 1.833 1.752 0.961
H 3.200 3.721 0.364
H 5.190 4.314 1.721
H 5.807 2.916 3.665
H 4.434 0.952 4.263
O -0.312 0.920 0.930
P -1.535 1.565 1.459
N -1.167 2.960 2.336
C -0.597 2.786 3.680
C -0.198 4.206 4.057
C 0.351 4.779 2.737
C -0.342 3.964 1.625
N -2.503 2.084 0.226
C -3.743 2.846 0.441
C -3.992 3.527 -0.907
C -2.583 3.738 -1.470
C -1.881 2.443 -1.075
N -2.389 0.666 2.529
C -3.634 1.082 3.191
C -3.564 0.396 4.553
C -2.835 -0.911 4.231
C -1.767 -0.487 3.225
H 0.297 2.142 3.678
H -1.336 2.355 4.357
H 0.538 4.227 4.861
H -1.081 4.762 4.380
H 1.431 4.640 2.683
H 0.145 5.844 2.641
H 0.406 3.489 0.982
H -0.980 4.588 0.997
H -3.613 3.589 1.236
H -4.569 2.186 0.713
H -4.563 4.449 -0.798
H -4.547 2.851 -1.564
H -2.110 4.600 -0.995
H -2.572 3.893 -2.548
H -0.798 2.534 -0.991
H -2.085 1.670 -1.816
H -4.505 0.720 2.634
H -3.701 2.168 3.273
H -4.553 0.247 4.987
H -2.970 0.997 5.247
H -3.526 -1.618 3.774
H -2.392 -1.380 5.109
H -1.508 -1.269 2.517
H -0.862 -0.179 3.760

Entry 2:
107
Properties=species:S:1:pos:R:3 method="wB97M-V/def2-TZVPD" total_charge=+1 e_tot_ha=-7813.014850 homo_ev=-10.0
Ir -0.319 -2.085 0.848
C 3.306 0.294 3.189
C 2.762 -0.286 1.884
C 3.670 0.062 0.700
C 2.607 -1.765 1.998
C 3.609 -2.649 2.397
C 3.050 -3.902 2.352
N 1.788 -3.793 1.951
N 1.490 -2.485 1.725
B 0.749 -4.883 1.779
N -0.489 -4.490 2.573
C -1.084 -5.151 3.569
C -2.208 -4.453 3.945
C -2.245 -3.329 3.113
N -1.183 -3.367 2.290
C -3.309 -2.271 3.078
C -3.303 -1.463 4.380
C -4.680 -2.915 2.852
N 0.364 -4.909 0.307
C 0.524 -5.866 -0.607
C -0.144 -5.486 -1.756
C -0.705 -4.244 -1.464
N -0.363 -3.903 -0.207
C -1.654 -3.433 -2.313
C -0.969 -2.346 -3.140
C -2.733 -2.819 -1.416
H 3.404 1.373 3.104
H 4.288 -0.122 3.423
H 2.638 0.064 4.023
H 1.778 0.135 1.706
H 4.654 -0.398 0.821
H 3.800 1.142 0.627
H 3.250 -0.298 -0.235
H 4.614 -2.390 2.679
H 3.468 -4.868 2.582
H 1.162 -5.946 2.136
H -0.677 -6.076 3.942
H -2.915 -4.717 4.713
H -3.096 -1.606 2.241
H -3.505 -2.116 5.231
H -4.069 -0.688 4.346
H -2.340 -0.984 4.548
H -4.924 -3.592 3.672
H -4.698 -3.486 1.923
H -5.454 -2.148 2.802
H 1.059 -6.772 -0.374
H -0.225 -6.034 -2.679
H -2.112 -4.133 -3.013
H -0.601 -1.556 -2.504
H -1.680 -1.924 -3.854
H -0.119 -2.746 -3.693
H -2.269 -2.149 -0.661
H -3.289 -3.588 -0.879
H -3.433 -2.220 -1.999
Se 3.608 3.389 -1.313
P 1.950 2.564 -2.314
C 0.550 3.693 -2.531
C 0.821 5.022 -2.852
C -0.223 5.890 -3.126
C -1.537 5.437 -3.081
C -1.809 4.119 -2.748
C -0.765 3.243 -2.481
C 2.315 1.997 -3.991
C 3.619 2.007 -4.460
C 3.895 1.527 -5.735
C 2.872 1.039 -6.530
C 1.561 1.046 -6.065
C 1.279 1.530 -4.801
C 1.306 1.077 -1.480
C 0.514 0.738 -0.383
N 0.464 -0.627 -0.387
N 1.201 -1.084 -1.392
N 1.699 -0.085 -2.057
P -0.319 1.510 1.002
Se -0.885 -0.073 2.382
C -1.839 2.311 0.455
C -2.149 3.612 0.832
C -3.408 4.127 0.547
C -4.348 3.345 -0.102
C -4.035 2.044 -0.487
C -2.785 1.525 -0.206
C 0.695 2.759 1.786
C 1.108 3.873 1.056
C 1.927 4.816 1.651
C 2.307 4.672 2.977
C 1.867 3.582 3.717
C 1.068 2.619 3.123
H 1.849 5.365 -2.882
H -0.015 6.922 -3.377
H -2.351 6.112 -3.313
H -2.832 3.770 -2.696
H -0.976 2.209 -2.244
H 4.413 2.386 -3.829
H 4.914 1.532 -6.101
H 3.092 0.653 -7.518
H 0.761 0.673 -6.692
H 0.256 1.545 -4.443
H -1.422 4.215 1.358
H -3.657 5.134 0.852
H -5.335 3.741 -0.305
H -4.775 1.433 -0.988
H -2.545 0.503 -0.481
H 0.774 4.017 0.037
H 2.274 5.661 1.071
H 2.936 5.420 3.442
H 2.140 3.485 4.760
H 0.732 1.763 3.693

Entry 3:
98
Properties=species:S:1:pos:R:3 method="wB97M-V/def2-TZVPD" total_charge=+1 e_tot_ha=-5627.809717 multiplicity=4 relative_energy_kcal_mol=14.3 homo_ev="-9.8 / -10.1"
V -0.233 0.177 0.260
C -2.177 -1.986 2.843
C -3.162 -1.323 1.876
C -2.880 0.167 1.648
C -3.272 -2.091 0.573
C -4.478 -2.731 0.322
C -4.665 -3.512 -0.805
C -3.641 -3.616 -1.723
C -2.422 -2.968 -1.537
C -1.421 -3.058 -2.686
C -0.872 -4.476 -2.877
C -2.078 -2.588 -4.004
C -2.216 -2.224 -0.352
N -0.926 -1.645 -0.124
C 0.103 -2.448 -0.308
C 1.367 -1.888 -0.490
C 2.597 -2.458 -0.848
C 3.433 -1.399 -1.148
C 2.697 -0.210 -0.967
N 1.452 -0.499 -0.543
C 3.195 1.192 -1.223
C 2.191 1.958 -2.095
C 4.550 1.160 -1.936
C 3.370 1.909 0.120
H -2.112 -1.425 3.776
H -1.183 -2.058 2.408
H -2.510 -2.997 3.081
H -4.142 -1.378 2.353
H -1.867 0.315 1.264
H -2.964 0.726 2.580
H -3.576 0.586 0.921
H -5.282 -2.631 1.041
H -5.601 -4.029 -0.967
H -3.792 -4.202 -2.621
H -0.565 -2.412 -2.483
H -1.684 -5.202 -2.938
H -0.214 -4.770 -2.059
H -0.299 -4.530 -3.804
H -2.583 -3.416 -4.501
H -1.322 -2.202 -4.691
H -2.826 -1.812 -3.833
H -0.046 -3.523 -0.381
H 2.822 -3.512 -0.905
H 4.455 -1.476 -1.482
H 2.207 1.587 -3.121
H 2.442 3.020 -2.112
H 1.179 1.843 -1.708
H 4.498 0.570 -2.852
H 5.323 0.737 -1.293
H 4.848 2.175 -2.200
H 2.416 2.009 0.642
H 3.781 2.909 -0.032
H 4.058 1.345 0.752
Br -0.482 2.953 0.648
C -1.422 2.358 -0.904
C -2.202 3.211 -1.646
C -2.854 2.680 -2.753
C -2.673 1.336 -3.047
C -1.862 0.567 -2.238
N -1.235 1.059 -1.155
H -2.291 4.251 -1.368
H -3.480 3.309 -3.368
H -3.157 0.884 -3.901
H -1.690 -0.477 -2.440
C -0.686 -0.477 7.413
C -1.364 0.338 6.518
C -0.901 0.474 5.218
C 0.255 -0.183 4.806
C 0.920 -1.012 5.702
C 0.449 -1.158 7.000
Sb 1.053 0.148 2.831
C 2.702 -1.201 3.039
C 3.937 -0.865 3.584
C 4.936 -1.824 3.688
C 4.701 -3.126 3.270
C 3.454 -3.477 2.775
C 2.461 -2.516 2.658
C 1.815 2.102 3.364
C 0.882 3.057 3.758
C 1.285 4.337 4.113
C 2.628 4.680 4.071
C 3.562 3.738 3.667
C 3.158 2.459 3.309
H -1.046 -0.584 8.428
H -2.257 0.864 6.831
H -1.463 1.087 4.522
H 1.811 -1.544 5.394
H 0.969 -1.809 7.691
H 4.119 0.133 3.959
H 5.895 -1.554 4.111
H 5.486 -3.867 3.345
H 3.257 -4.500 2.480
H 1.485 -2.807 2.291
H -0.173 2.816 3.801
H 0.548 5.066 4.426
H 2.948 5.676 4.346
H 4.613 3.998 3.626
H 3.907 1.752 2.982

Entry 4:
104
Properties=species:S:1:pos:R:3 method="wB97M-V/def2-TZVPD" total_charge=0 e_tot_ha=-2477.989757 multiplicity=3 relative_energy_kcal_mol=297.9 homo_ev="-5.2 / -5.3"
Mo 0.058 0.044 -0.588
C 0.508 3.907 4.491
C 0.489 2.451 4.017
C -0.089 2.315 2.645
C -1.491 2.171 2.328
C -2.617 2.054 3.306
C -3.446 3.335 3.425
C -1.656 2.031 0.979
C -2.852 1.795 0.220
C -3.055 0.795 -0.723
C -4.079 0.447 -1.561
C -5.270 1.312 -1.839
C -4.912 2.542 -2.678
C -3.957 -1.016 -1.859
C -2.388 -1.159 -1.888
C -1.796 -2.428 -1.413
C -0.357 -2.675 -1.081
N 0.838 -2.058 -1.537
C 1.937 -2.494 -0.816
C 3.197 -1.775 -0.904
C 3.232 -0.449 -0.627
N 2.149 0.370 -0.309
C 2.705 1.454 0.394
C 2.058 2.288 1.233
C 0.634 2.264 1.502
N -0.293 2.026 0.440
C 4.169 1.421 0.247
C 4.488 0.283 -0.383
C 5.849 -0.252 -0.703
C 6.499 -0.949 0.494
C 5.086 2.501 0.722
C 4.976 3.770 -0.125
C 1.471 -3.394 0.100
C 0.053 -3.483 -0.048
C -0.852 -4.309 0.815
C -1.144 -5.680 0.201
C 2.281 -3.951 1.229
C 2.315 -3.000 2.430
N -2.048 -0.298 -0.772
C -4.754 -1.621 -2.993
C -6.150 -2.083 -2.579
H 1.054 4.009 5.430
H -0.506 4.279 4.648
H 0.981 4.548 3.746
H -0.091 1.852 4.723
H 1.502 2.043 4.023
H -2.227 1.790 4.293
H -3.267 1.232 2.988
H -2.830 4.168 3.769
H -4.271 3.209 4.128
H -3.864 3.617 2.458
H -3.728 2.341 0.547
H -5.732 1.651 -0.900
H -6.044 0.737 -2.353
H -4.130 3.121 -2.185
H -5.777 3.192 -2.833
H -4.535 2.236 -3.657
H -2.318 -3.311 -1.773
H 4.120 -2.335 -0.936
H 2.652 2.966 1.833
H 6.489 0.564 -1.046
H 5.773 -0.953 -1.537
H 6.644 -0.250 1.319
H 7.469 -1.370 0.228
H 5.865 -1.758 0.862
H 6.115 2.134 0.705
H 4.865 2.739 1.767
H 5.275 3.570 -1.155
H 5.615 4.563 0.266
H 3.949 4.135 -0.141
H -1.784 -3.768 0.986
H -0.392 -4.441 1.796
H -1.769 -5.587 -0.689
H -1.661 -6.328 0.909
H -0.220 -6.175 -0.102
H 3.299 -4.142 0.884
H 1.874 -4.921 1.526
H 2.444 -1.969 2.093
H 3.137 -3.240 3.106
H 1.387 -3.050 3.002
H -4.202 -2.469 -3.411
H -4.821 -0.874 -3.788
H -6.110 -2.985 -1.965
H -6.753 -2.318 -3.456
H -6.673 -1.322 -2.000
O -0.827 2.526 -6.533
C -0.625 2.070 -5.287
C -0.770 2.845 -4.144
C -0.503 2.275 -2.918
N -0.083 1.009 -2.724
C -0.049 0.267 -3.852
C -0.291 0.728 -5.123
C 0.130 -1.202 -3.616
O -0.509 -2.083 -4.090
O 1.142 -1.349 -2.707
C -0.797 3.068 -1.671
O -1.688 3.842 -1.544
O 0.134 2.717 -0.747
H -1.071 3.459 -6.516
H -1.117 3.870 -4.181
H -0.243 0.060 -5.971
N -4.056 -1.728 -0.529
C -2.602 -1.666 -0.362
H -4.309 -2.709 -0.609